Entry 1:
Density functional theory data (wB97M-V/def2-TZVPD) for C31H22N7S3V as an isolated structure.

Last column: Mulliken charge in e.
Geometry (Å):
1 V 0.53706 0.01268 -0.77772  -0.1750
2 C 2.49943 2.86296 3.37079  -0.5536
3 C 3.19284 3.39822 2.28839  -0.5654
4 C 3.11481 2.80438 1.04103  -0.5475
5 C 2.33779 1.66543 0.89028  -0.2343
6 C 1.63977 1.12360 1.95954  0.8373
7 C 1.72170 1.72707 3.20723  -0.8292
8 N 2.18456 0.99948 -0.37030  1.5109
9 N 3.08700 1.18385 -1.22422  -0.9216
10 C 2.83098 0.47660 -2.40701  0.3597
11 C 3.78679 0.53700 -3.42367  -0.4368
12 C 3.56685 -0.19530 -4.56986  -0.5358
13 C 2.40251 -0.96320 -4.67945  -0.6855
14 C 1.45700 -0.99470 -3.66681  -0.6210
15 C 1.64301 -0.26547 -2.49068  0.8651
16 H 2.56241 3.33826 4.34069  0.4076
17 H 3.79086 4.29048 2.41719  0.3763
18 H 3.63364 3.21310 0.18571  0.4742
19 H 1.04116 0.21896 1.84770  -0.1287
20 H 1.17417 1.30736 4.04075  0.4583
21 H 4.67146 1.14789 -3.29814  0.4786
22 H 4.28322 -0.17546 -5.37975  0.3874
23 H 2.23382 -1.53502 -5.58458  0.4106
24 H 0.54992 -1.57140 -3.81232  0.4522
25 S -1.75140 -0.32486 -0.36091  -0.4154
26 C -2.62000 0.77111 -1.41136  0.5240
27 C -4.00921 0.71232 -1.50227  -1.0758
28 C -4.70384 1.57399 -2.33441  0.4114
29 C -6.13924 1.47745 -2.41091  -0.1954
30 N -7.28350 1.38306 -2.45504  -0.5330
31 C -4.00210 2.52410 -3.09143  0.6082
32 C -2.62389 2.59526 -2.99524  -0.9674
33 C -1.92151 1.73145 -2.15357  0.7531
34 S -0.19028 1.85398 -2.02448  -0.4476
35 C -4.69701 3.43008 -3.97142  -0.1676
36 N -5.23314 4.16170 -4.67638  -0.5348
37 H -4.55375 -0.01779 -0.91857  0.4878
38 H -2.08615 3.32937 -3.57998  0.5140
39 S -0.78440 -3.18228 4.26785  -0.2974
40 C -0.21609 -2.72240 2.69865  -0.1653
41 N -0.48515 -1.52825 2.30674  0.2976
42 C -1.21859 -0.86329 3.28288  -0.5423
43 C -1.69218 0.44500 3.16734  0.0572
44 C -2.40389 0.97894 4.21918  -0.9534
45 C -2.65389 0.22948 5.37933  -0.4887
46 C -2.20168 -1.06784 5.50125  -0.4677
47 C -1.48010 -1.60683 4.43536  0.5538
48 H 0.35562 -3.42301 2.10261  0.2361
49 H -1.51164 1.00351 2.25715  0.4149
50 H -2.78384 1.98931 4.14567  0.4232
51 H -3.21728 0.67447 6.18870  0.3916
52 H -2.40086 -1.64596 6.39324  0.4025
53 C -0.44478 -3.44274 -1.43416  -1.2535
54 C 0.80978 -3.12468 -0.70680  -0.0372
55 N 1.22311 -1.94225 -0.29172  1.3534
56 C 2.45928 -2.13965 0.30795  -0.5451
57 C 2.78207 -3.45149 0.25881  -1.0735
58 N 1.72300 -4.06047 -0.38066  0.0598
59 H -1.03762 -2.53997 -1.56511  0.0482
60 H -1.04076 -4.16227 -0.87099  0.3703
61 H -0.21568 -3.87039 -2.41136  0.3746
62 H 3.02022 -1.32459 0.73144  0.4549
63 H 3.64249 -3.99352 0.60527  0.4356
64 H 1.64511 -5.03679 -0.60741  0.2053

⟨S²⟩: 2.04
E_LUMO (alpha / beta) in eV: -1.0 / -1.3
2S+1: 3

---

Entry 2:
Density functional theory data (wB97M-V/def2-TZVPD) for C31H24ClCoIN4O2S as an isolated structure.

Last column: Mulliken charge in e.
Geometry (Å):
1 Co 0.25112 -0.05602 -0.38439  0.5607
2 C 3.58184 -2.21420 -2.25844  -0.9228
3 C 2.38364 -1.52018 -2.04363  -0.2414
4 N 2.01292 -1.09617 -0.85665  0.3702
5 C 2.80689 -1.31891 0.22791  0.2703
6 C 3.99726 -2.06312 0.11055  0.8096
7 C 4.37421 -2.49046 -1.18115  -0.5791
8 C 4.73924 -2.38263 1.27259  -0.8854
9 C 4.24985 -1.99497 2.48040  -1.1969
10 C 3.07318 -1.21671 2.60869  -0.8889
11 C 2.35615 -0.78747 1.50396  0.8695
12 N 1.24852 0.02526 1.42419  0.2233
13 C 0.56395 0.61361 2.45348  1.2313
14 C 0.89543 0.72498 3.79925  -1.3671
15 C -0.00620 1.25472 4.75019  -0.9033
16 C -1.23742 1.72613 4.40707  -1.0138
17 C -1.58253 1.76248 3.03725  1.1619
18 C -2.78113 2.34170 2.56861  -0.7421
19 C -3.01827 2.44229 1.22650  -1.1782
20 C -2.05643 1.93936 0.33941  0.0855
21 N -0.95179 1.34495 0.73655  0.5146
22 C -0.68956 1.24219 2.07179  -0.1574
23 H 3.84835 -2.53701 -3.25620  0.4210
24 H 1.70428 -1.31744 -2.86474  0.4952
25 H 5.29642 -3.04839 -1.30079  0.4303
26 H 5.66187 -2.94315 1.18674  0.4186
27 H 4.78218 -2.27061 3.38360  0.3881
28 H 2.75596 -0.96949 3.60344  0.2075
29 H 1.87359 0.44613 4.14227  0.4770
30 H 0.30195 1.28200 5.78909  0.4038
31 H -1.92705 2.10911 5.14977  0.4183
32 H -3.49511 2.72796 3.28865  0.4575
33 H -3.91594 2.90868 0.84053  0.4815
34 H -2.19849 2.03176 -0.73405  0.3708
35 Cl -5.94416 -2.43115 1.35473  -0.1910
36 C -4.60090 -1.87491 0.46899  0.7619
37 C -4.83153 -1.20391 -0.72708  -0.5508
38 C -3.77752 -0.70866 -1.46844  -0.2623
39 I -4.14434 0.33403 -3.21076  0.1598
40 C -2.41763 -0.85472 -1.01258  0.2613
41 O -1.44760 -0.36334 -1.59687  -0.5236
42 C -2.20495 -1.60003 0.23821  0.1763
43 N -0.92785 -1.73394 0.60836  0.1122
44 C -0.65926 -2.39830 1.71864  -0.0780
45 C -1.66166 -2.94924 2.52625  -1.0930
46 C -2.97498 -2.79438 2.16183  -0.8386
47 C -3.27392 -2.10388 0.97491  0.4744
48 H -5.84798 -1.06282 -1.06785  0.4459
49 H 0.38679 -2.48369 1.99132  0.4312
50 H -1.39052 -3.47819 3.42946  0.4645
51 H -3.77554 -3.19498 2.76916  0.4493
52 O 0.99608 1.39951 -1.70373  -0.6702
53 S 0.57594 2.68630 -2.39019  0.1501
54 C 1.92561 3.02295 -3.55972  -0.5822
55 C 1.34562 2.96165 -4.97109  -0.6689
56 C 0.27187 1.87677 -4.92991  -0.6426
57 C -0.57460 2.21047 -3.70615  0.0977
58 H 2.62670 2.21038 -3.36035  0.2659
59 H 2.38785 3.97275 -3.29718  0.4057
60 H 2.12655 2.74925 -5.70002  0.3778
61 H 0.89666 3.92069 -5.23885  0.3023
62 H 0.73483 0.89485 -4.79999  0.1816
63 H -0.32950 1.84506 -5.83796  0.4442
64 H -1.16505 1.38294 -3.30677  -0.3991
65 H -1.22388 3.07218 -3.87880  0.5484

⟨S²⟩: 6.04
E_LUMO (alpha / beta) in eV: -3.3 / -5.4
Charge: +1
2S+1: 5

---

Entry 3:
Density functional theory data (wB97M-V/def2-TZVPD) for C31H25AsN3O2Pd as an isolated structure.

Last column: Mulliken charge in e.
Geometry (Å):
1 Pd 0.99942 0.14005 0.86621  0.7123
2 O 2.47482 -0.03849 -3.40970  -0.5701
3 C 3.67032 0.51193 -3.13310  0.1830
4 C 4.53666 0.70058 -4.21061  -0.5882
5 C 5.77739 1.26315 -4.01724  -0.3163
6 C 6.19575 1.65754 -2.74329  -0.8010
7 C 5.35382 1.47422 -1.67548  -0.3626
8 C 4.08033 0.89909 -1.84155  0.1695
9 C 3.22178 0.71527 -0.67773  1.1433
10 O 2.05172 0.16107 -0.85752  -0.9537
11 N 3.65999 1.09849 0.51303  -1.1484
12 N 2.72442 0.84844 1.44285  0.2166
13 C 2.80211 1.15976 2.68607  -0.5358
14 C 1.65001 0.77438 3.51028  0.8446
15 C 1.55943 1.07310 4.85577  -0.7745
16 C 0.46507 0.61597 5.57948  -0.2556
17 C -0.49765 -0.14665 4.94432  -0.9152
18 C -0.36515 -0.39227 3.58704  0.1510
19 N 0.66390 0.06972 2.88340  -0.0841
20 H 1.96668 -0.10463 -2.58126  0.4203
21 H 4.20028 0.39296 -5.19123  0.4374
22 H 6.43452 1.40149 -4.86610  0.3882
23 H 7.17062 2.10145 -2.60048  0.4132
24 H 5.65393 1.76871 -0.68036  0.4407
25 H 3.68562 1.64038 3.09004  0.4423
26 H 2.34374 1.64731 5.32859  0.4137
27 H 0.37590 0.84723 6.63222  0.4470
28 H -1.34738 -0.54654 5.47761  0.4328
29 H -1.09575 -0.98364 3.04876  0.3350
30 C -1.27782 -0.51193 -4.71145  -0.5956
31 C -0.54267 -1.44809 -3.99667  -0.5934
32 C -0.54329 -1.41823 -2.61156  -0.4795
33 C -1.28964 -0.45536 -1.93627  0.8685
34 C -2.01015 0.49387 -2.65147  -0.2658
35 C -2.00498 0.45859 -4.03985  -0.6581
36 As -1.20679 -0.40382 -0.00906  0.8852
37 C -1.93437 -2.07930 0.61979  0.6359
38 C -3.12437 -2.16294 1.33488  0.0287
39 C -3.57730 -3.39762 1.78210  -0.7686
40 C -2.84426 -4.54629 1.52395  -0.5284
41 C -1.64443 -4.46156 0.83036  -0.7707
42 C -1.18494 -3.23119 0.38767  -0.6401
43 C -2.45361 0.96081 0.52207  0.1087
44 C -1.97809 2.09230 1.17673  -0.7453
45 C -2.85451 3.10384 1.54685  -0.6866
46 C -4.20667 2.98621 1.26328  -0.5630
47 C -4.68463 1.86400 0.59727  -0.7860
48 C -3.81193 0.85453 0.22353  0.0812
49 H -1.27379 -0.53369 -5.79287  0.4005
50 H 0.04064 -2.19562 -4.51704  0.4244
51 H 0.05349 -2.14115 -2.06882  0.1414
52 H -2.56991 1.26511 -2.14055  0.3826
53 H -2.56768 1.19747 -4.59466  0.4208
54 H -3.70250 -1.27414 1.55330  0.5252
55 H -4.50757 -3.45838 2.33126  0.4355
56 H -3.20309 -5.50643 1.86955  0.3906
57 H -1.06106 -5.35244 0.63994  0.4242
58 H -0.23287 -3.17643 -0.12605  0.2781
59 H -0.92009 2.19513 1.38991  0.4614
60 H -2.47840 3.98485 2.04946  0.4255
61 H -4.89006 3.77337 1.55253  0.4175
62 H -5.73708 1.77912 0.36162  0.4272
63 H -4.18786 -0.00472 -0.31973  0.6329

E_LUMO in eV: -4.0
Charge: +1

---

What did we get for relative energy (zero: lowest compared OMol25 entry of this formula, charge and spin)? Answer: 0.0 35.9 12.1 kJ/mol, in the order shown.
What did we get for max |F|? Answer: 1.96 1.00 0.77 eV/Å, in the order shown.